No. 1
{"formula": "C4H6FNOS", "method": "ωB97M-V with the def2-TZVPD basis set", "species": ["O", "N", "C", "C", "C", "F", "C", "S", "H", "H", "H", "H", "H", "H"], "xyz": [[3.1389, 0.3149, -0.3307], [2.0438, -0.7786, -0.4195], [0.9305, -0.1460, -0.1404], [-0.1307, -0.9191, 0.4483], [-1.4182, -0.2244, 0.0928], [-2.0344, -0.4177, -1.2468], [-1.2453, 1.3063, 0.1593], [0.5255, 1.4888, -0.3183], [3.5973, -0.4404, -1.1091], [-0.1934, -1.8836, -0.0349], [-0.0235, -1.2446, 1.5219], [-2.2428, -0.6054, 0.8512], [-1.4801, 1.9773, -0.7054], [-1.4677, 1.5726, 1.2317]], "nbo_charge": [-0.612, -0.205, 0.028, -0.535, 0.213, -0.390, -0.562, 0.330, 0.496, 0.273, 0.268, 0.188, 0.272, 0.236], "lumo_energy_ev": 0.54, "smiles": "O/N=C1/C[C@H](F)CS1", "e_above_lowest_kj_mol": 454.52, "multiplicity": 1, "total_charge": 0, "e_tot_ha": -783.906948}

No. 2
{"formula": "C30H28NO6", "method": "ωB97M-V with the def2-TZVPD basis set", "species": ["C", "C", "O", "C", "C", "N", "C", "C", "C", "C", "C", "C", "C", "C", "C", "C", "C", "C", "C", "O", "H", "H", "H", "H", "H", "H", "H", "H", "H", "H", "H", "H", "H", "H", "H", "H", "C", "C", "C", "O", "C", "O", "C", "C", "C", "C", "C", "C", "C", "C", "C", "O", "O", "H", "H", "H", "H", "H", "H", "H", "H", "H", "H", "H", "H"], "xyz": [[-1.7656, -3.7813, 5.0960], [-0.2882, -3.6898, 4.8282], [-0.1470, -2.5226, 3.9602], [1.0867, -1.9809, 3.9240], [0.9555, -0.5186, 3.6724], [1.8366, 0.0525, 2.9189], [1.8769, 1.2107, 2.2977], [3.0547, 1.4092, 1.4466], [3.4683, 2.6946, 1.0460], [4.5426, 2.8342, 0.1665], [5.2199, 1.7038, -0.3151], [4.8172, 0.4220, 0.0921], [3.7774, 0.2760, 1.0155], [0.7782, 2.1975, 2.4113], [0.3716, 3.0173, 1.3281], [-0.7068, 3.8930, 1.4798], [-1.3802, 3.9982, 2.7044], [-1.0109, 3.1691, 3.7644], [0.0382, 2.2759, 3.5975], [2.1244, -2.6022, 4.0561], [-1.9729, -4.5860, 5.7998], [-2.1369, -2.8447, 5.5328], [-2.2920, -3.9779, 4.1561], [0.2615, -3.5442, 5.7691], [0.1080, -4.5578, 4.2774], [-0.0751, -0.1413, 3.7754], [2.9375, 3.5654, 1.4327], [4.8445, 3.8323, -0.1520], [6.0587, 1.8170, -1.0109], [5.3105, -0.4670, -0.3059], [3.4926, -0.7119, 1.3830], [0.8899, 2.9309, 0.3743], [-1.0263, 4.5032, 0.6332], [-2.1720, 4.7368, 2.8471], [-1.5182, 3.2182, 4.7298], [0.3120, 1.6383, 4.4336], [-0.6260, 0.2843, 9.5750], [-1.5813, 0.5606, 8.4364], [-3.0566, 0.3758, 8.8125], [-1.3901, 1.8784, 7.8990], [-0.2659, 2.1026, 7.1400], [-0.0180, 3.2357, 6.7796], [0.5495, 0.9315, 6.7493], [1.6834, 1.1343, 5.9902], [2.8386, 0.2891, 5.8698], [3.0341, -0.8859, 6.6285], [3.9855, -1.8117, 6.2155], [4.8448, -1.5297, 5.1460], [4.7479, -0.3012, 4.4813], [3.8148, 0.6283, 4.8949], [-0.0815, -0.3853, 6.8431], [0.4458, -1.4266, 6.4928], [-1.3626, -0.4006, 7.3526], [0.4087, 0.4914, 9.2886], [-0.8897, 0.9207, 10.4212], [-0.7206, -0.7586, 9.8849], [-3.6922, 0.6308, 7.9582], [-3.2191, -0.6740, 9.0807], [-3.3157, 1.0114, 9.6634], [1.7918, 2.1495, 5.5937], [2.4098, -1.0814, 7.4989], [4.0501, -2.7677, 6.7332], [5.6029, -2.2620, 4.8413], [5.3909, -0.0808, 3.6277], [3.7558, 1.6141, 4.4247]], "nbo_charge": [-0.623, -0.074, -0.544, 0.772, -0.244, -0.406, 0.058, 0.052, -0.281, -0.207, -0.275, -0.220, -0.234, -0.090, -0.173, -0.242, -0.253, -0.194, -0.230, -0.655, 0.194, 0.221, 0.201, 0.209, 0.172, 0.158, 0.216, 0.196, 0.196, 0.200, 0.244, 0.206, 0.197, 0.198, 0.216, 0.228, -0.672, 0.536, -0.626, -0.528, 0.786, -0.595, -0.460, 0.023, -0.055, -0.141, -0.225, -0.152, -0.234, -0.153, 0.790, -0.596, -0.543, 0.237, 0.220, 0.226, 0.235, 0.224, 0.213, 0.241, 0.213, 0.205, 0.203, 0.220, 0.217], "lumo_energy_ev": 1.83, "e_above_lowest_kj_mol": 21.46, "multiplicity": 1, "total_charge": -1, "e_tot_ha": -1666.216142}

No. 3
{"formula": "C32H54F2NO6", "method": "ωB97M-V with the def2-TZVPD basis set", "species": ["C", "C", "C", "C", "C", "C", "C", "C", "C", "C", "C", "C", "C", "C", "C", "C", "C", "C", "C", "C", "F", "C", "C", "C", "C", "O", "N", "C", "O", "C", "C", "O", "C", "C", "H", "H", "H", "H", "H", "H", "H", "H", "H", "H", "H", "H", "H", "H", "H", "H", "H", "H", "H", "H", "H", "H", "H", "H", "H", "H", "H", "H", "H", "H", "H", "H", "H", "H", "H", "H", "H", "H", "H", "H", "H", "H", "H", "H", "H", "H", "H", "H", "H", "H", "H", "C", "C", "O", "C", "O", "O", "F", "H", "H", "H"], "xyz": [[6.3341, -2.0477, 1.1652], [5.1629, -0.9788, 1.2353], [4.0816, -1.3965, 2.3075], [2.7593, -0.5759, 2.0635], [2.8465, 0.9557, 2.4592], [2.6082, 1.9651, 1.2592], [1.3353, 2.9150, 1.4717], [0.5423, 3.1510, 0.1284], [-0.3461, 1.9108, -0.3540], [0.5018, 1.3316, -1.5481], [1.1033, -0.0140, -1.5037], [1.9092, -0.5291, -2.6236], [2.1544, 0.2527, -3.8441], [1.5268, 1.5690, -3.9100], [0.7378, 2.0736, -2.8061], [-0.5259, 0.8161, 0.7485], [-1.7055, 1.5260, 1.6136], [-2.5951, 2.4465, 0.6324], [-2.7346, 3.9831, 0.9656], [-2.4872, 4.3704, 2.4650], [-1.0979, 4.6875, 2.5957], [-4.0131, 1.7514, 0.7081], [-4.8717, 2.0795, 1.9859], [-4.5145, 1.2539, 3.2798], [-5.8093, 1.1266, 4.1865], [-5.5445, 0.7876, 5.5391], [-1.7861, 2.2680, -0.6492], [-2.4470, 1.5299, -1.7826], [-2.5441, 0.1448, -1.5371], [-2.6225, -0.6348, -2.7448], [-3.9703, -1.4933, -2.8248], [-3.7008, -2.8178, -3.3014], [-4.4496, -3.8073, -2.5720], [-3.4179, -4.4973, -1.5617], [6.6446, -2.3919, 2.1831], [7.1930, -1.5456, 0.6310], [6.0543, -2.9470, 0.5703], [5.5721, 0.0184, 1.5576], [4.7305, -0.8692, 0.2055], [4.4373, -1.3348, 3.3655], [3.8267, -2.4777, 2.0889], [2.4866, -0.6967, 0.9835], [1.9310, -1.0376, 2.6746], [3.8684, 1.1567, 2.8923], [2.0740, 1.1476, 3.2574], [3.5227, 2.6261, 1.2192], [2.5727, 1.4405, 0.2702], [0.7079, 2.6059, 2.3407], [1.7735, 3.9177, 1.7504], [1.3122, 3.4504, -0.6371], [-0.0723, 4.0877, 0.2910], [0.9895, -0.7034, -0.6408], [2.3683, -1.5485, -2.5730], [2.7933, -0.1683, -4.6537], [1.7045, 2.1770, -4.8338], [0.3005, 3.1040, -2.9095], [0.3605, 0.4319, 1.3061], [-1.0491, -0.1442, 0.4679], [-2.2219, 0.6140, 2.0268], [-1.2963, 1.9864, 2.5468], [-2.1152, 4.6695, 0.3369], [-3.8100, 4.2559, 0.7469], [-3.0380, 5.3175, 2.7017], [-2.7128, 3.5302, 3.1624], [-4.6744, 1.9651, -0.1851], [-3.8744, 0.6319, 0.6908], [-4.9123, 3.1586, 2.2782], [-5.9355, 1.7970, 1.7270], [-4.1513, 0.2116, 3.0826], [-3.7119, 1.7455, 3.9094], [-6.3865, 2.0892, 4.0787], [-6.4310, 0.3046, 3.7456], [-4.9216, 1.4079, 5.9509], [-1.6466, 3.1849, -1.1126], [-1.8905, 1.7362, -2.7437], [-3.4916, 1.9224, -1.9719], [-1.7992, -1.4052, -2.6786], [-2.5632, -0.0460, -3.6931], [-4.6138, -0.9990, -3.6121], [-4.4589, -1.4655, -1.8180], [-5.3409, -3.3982, -2.0311], [-4.8389, -4.6102, -3.2621], [-2.7891, -3.6549, -1.1626], [-2.8167, -5.2086, -2.1897], [-3.9501, -5.0340, -0.7299], [6.3253, -5.8290, -3.1399], [5.6321, -4.5099, -2.9615], [5.6599, -4.3225, -1.5609], [6.7786, -4.9754, -1.1203], [7.2685, -4.8147, -0.0517], [7.2621, -5.8257, -2.0661], [4.3380, -4.5754, -3.3652], [5.6466, -6.6777, -3.0277], [6.8310, -5.9087, -4.1014], [6.1285, -3.6698, -3.4538]], "mulliken_charge": [-1.035, -0.025, -1.054, -0.030, -0.986, -0.201, -0.952, -0.648, 2.231, -1.091, 0.096, -0.973, -0.612, -0.893, -0.585, -1.427, -0.950, 2.144, -1.900, -0.294, -0.319, -1.524, -0.635, -0.095, -0.635, -0.507, 0.272, -1.026, 0.095, -0.475, -0.398, -0.364, -0.345, -0.676, 0.309, 0.363, 0.109, 0.251, 0.146, 0.371, 0.295, -0.119, 0.358, 0.546, 0.283, 0.546, 0.037, 0.185, 0.679, 0.511, 0.291, 0.412, 0.517, 0.399, 0.370, 0.333, -0.361, 0.674, 0.164, 0.418, 0.566, 0.503, 0.372, 0.133, 0.511, 0.250, 0.363, 0.473, 0.178, 0.150, 0.320, 0.314, 0.328, 0.882, 0.670, 0.382, 0.224, 0.344, 0.190, 0.282, 0.307, 0.316, 0.111, 0.252, 0.316, -0.472, 0.319, -0.247, 0.623, -0.458, -0.335, -0.285, 0.287, 0.282, 0.279], "lumo_energy_ev": -2.39, "multiplicity": 1, "total_charge": 1, "e_tot_ha": -1957.233544}

No. 4
{"formula": "C13H13F6N4O6S3", "method": "ωB97M-V with the def2-TZVPD basis set", "species": ["C", "C", "C", "N", "C", "C", "C", "C", "O", "O", "C", "C", "C", "N", "S", "N", "C", "H", "H", "H", "H", "H", "H", "H", "H", "H", "H", "H", "H", "H", "C", "F", "F", "F", "S", "O", "O", "N", "S", "O", "O", "C", "F", "F", "F"], "xyz": [[-1.7504, -4.6568, 3.4565], [-0.4846, -4.1978, 2.6032], [-0.9293, -3.4056, 1.2932], [0.2331, -2.8843, 0.5434], [0.6719, -1.5889, 1.0050], [2.0737, -1.4282, 1.4353], [2.9484, -2.7297, 1.3875], [4.4744, -2.5137, 1.6584], [5.2515, -3.0009, 0.8709], [5.0066, -1.8420, 2.7607], [2.5532, -0.0725, 1.8814], [1.7336, 1.1282, 1.9431], [0.2999, 0.9897, 1.5331], [-0.5923, 2.0611, 1.5592], [-1.9932, 1.2831, 1.0510], [-1.5479, -0.2931, 0.7658], [-0.1921, -0.3643, 1.0859], [-2.4409, -3.7780, 3.6097], [-2.3325, -5.4587, 2.9251], [-1.4681, -5.0625, 4.4631], [0.2257, -3.5679, 3.2114], [0.0106, -5.1548, 2.2551], [-1.7036, -2.6236, 1.5126], [-1.4154, -4.1920, 0.6369], [0.0957, -2.9138, -0.4672], [2.4621, -3.4673, 2.0956], [2.8444, -3.1457, 0.3459], [4.5163, -2.1603, 3.5455], [3.6155, 0.0541, 2.2254], [2.1608, 2.1074, 2.2829], [-2.3031, 4.5914, -6.1546], [-2.7856, 4.0941, -7.3057], [-1.1046, 5.1401, -6.4398], [-3.1092, 5.6145, -5.8044], [-2.1861, 3.3240, -4.8394], [-1.2785, 2.3367, -5.3700], [-3.5428, 2.8706, -4.6542], [-1.6040, 4.2766, -3.7115], [-1.3444, 3.5541, -2.3250], [-0.2553, 2.6084, -2.2911], [-2.5179, 3.1602, -1.5812], [-0.7063, 5.0180, -1.4316], [-1.6101, 6.0184, -1.3854], [0.3922, 5.5327, -2.0202], [-0.3715, 4.7390, -0.1616]], "nbo_charge": [-0.620, -0.407, -0.219, -0.688, 0.221, -0.046, -0.551, 0.783, -0.543, -0.702, -0.233, -0.191, 0.085, -0.549, 0.941, -0.608, 0.045, 0.207, 0.204, 0.209, 0.199, 0.198, 0.204, 0.192, 0.391, 0.251, 0.272, 0.484, 0.230, 0.236, 0.705, -0.321, -0.325, -0.325, 2.234, -0.931, -0.932, -1.197, 2.234, -0.934, -0.944, 0.706, -0.325, -0.324, -0.317], "lumo_energy_ev": 1.24, "multiplicity": 1, "total_charge": -1, "e_tot_ha": -2967.414596}